{
  "formula": "C28H49CdN13Se",
  "method": "ωB97M-V/def2-TZVPD",
  "total_charge": 2,
  "orbital_gap_ev": 6.747,
  "homo_ha": -0.427,
  "relative_energy_kcal_mol": 2.03,
  "elements": ["Cd", "C", "N", "C", "C", "N", "C", "C", "C", "C", "C", "C", "C", "C", "C", "N", "C", "N", "C", "C", "N", "C", "C", "C", "N", "C", "C", "H", "H", "H", "H", "H", "H", "H", "H", "H", "H", "H", "H", "H", "H", "H", "H", "H", "H", "H", "H", "H", "H", "H", "H", "H", "H", "H", "H", "H", "H", "C", "C", "C", "C", "N", "C", "N", "N", "N", "H", "H", "H", "H", "H", "H", "H", "H", "H", "H", "N", "C", "C", "N", "H", "H", "H", "H", "H", "H", "H", "H", "H", "Se", "C", "N"],
  "coordinates": [[0.0225, 0.7800, -1.1877], [-2.3623, -3.0219, -2.4757], [-1.0917, -2.8243, -3.1420], [-0.7753, -3.8022, -4.1721], [-0.2189, -1.8839, -2.7287], [-0.2290, -1.4090, -1.4766], [-0.3939, -2.2615, -0.3851], [0.1359, -3.5347, -0.4688], [0.0928, -4.4348, 0.5992], [-0.4380, -4.0429, 1.7950], [-1.0052, -2.7482, 1.9410], [-1.5624, -2.4092, 3.2003], [-2.1239, -1.1848, 3.3964], [-2.1708, -0.2698, 2.3384], [-1.6698, -0.5545, 1.0874], [-1.8071, 0.4173, 0.0868], [-2.9654, 1.0489, -0.0794], [-4.1697, 0.4737, 0.1420], [-4.3795, -0.9597, 0.1363], [-5.3363, 1.2498, 0.5409], [-2.9725, 2.3243, -0.5301], [-3.9085, 2.7843, -1.5539], [-1.8943, 3.2479, -0.2320], [-1.0097, -1.8208, 0.8557], [0.6542, -1.3802, -3.6290], [0.2400, -1.0535, -5.0003], [1.8955, -0.7528, -3.1978], [-3.1151, -3.2540, -3.2288], [-2.6460, -2.1016, -1.9733], [-2.3222, -3.8400, -1.7510], [-1.0053, -4.7957, -3.7839], [0.2821, -3.7581, -4.4180], [-1.3690, -3.6411, -5.0731], [0.6057, -3.8384, -1.3945], [0.4939, -5.4318, 0.4733], [-0.5904, -4.7635, 2.5916], [-1.5710, -3.1542, 3.9863], [-2.5575, -0.9227, 4.3509], [-2.6385, 0.6938, 2.4940], [-3.5512, -1.4585, -0.3558], [-5.2974, -1.1764, -0.4119], [-4.4745, -1.3552, 1.1511], [-5.0451, 2.2655, 0.7921], [-5.7785, 0.7822, 1.4222], [-6.0891, 1.2774, -0.2481], [-4.4950, 3.6296, -1.1915], [-4.5755, 1.9773, -1.8392], [-3.3484, 3.0914, -2.4401], [-1.3268, 2.8796, 0.6237], [-2.3274, 4.2162, 0.0290], [-1.2306, 3.3935, -1.0910], [-0.1966, -1.9026, -5.5133], [1.1263, -0.7486, -5.5510], [-0.4695, -0.2251, -4.9972], [2.1422, -1.0709, -2.1855], [1.8336, 0.3407, -3.2463], [2.6981, -1.0711, -3.8645], [4.1745, 3.4711, 3.0344], [4.1686, 4.7688, 2.2328], [5.3197, 4.8106, 1.2342], [2.8173, 5.0124, 1.5634], [2.3640, 3.8704, 0.7621], [1.5544, 2.8675, 1.0758], [1.4888, 2.0523, 0.0459], [2.2696, 2.6068, -0.9177], [2.7931, 3.6794, -0.4923], [5.0806, 3.4017, 3.6323], [4.1568, 2.6019, 2.3719], [3.3256, 3.4071, 3.7191], [4.2807, 5.6036, 2.9313], [5.2156, 4.0383, 0.4714], [6.2672, 4.6496, 1.7451], [5.3739, 5.7734, 0.7282], [2.8549, 5.8603, 0.8813], [2.0355, 5.1921, 2.3028], [1.0721, 2.7454, 2.0284], [1.8855, -3.1791, 3.6114], [3.2069, -2.7879, 3.0069], [3.0584, -1.4722, 2.2353], [2.3223, -1.5422, 0.9882], [1.9826, -3.9508, 4.2772], [1.2048, -3.4678, 2.8829], [1.4594, -2.3910, 4.1105], [3.4924, -3.6006, 2.3393], [3.9351, -2.7231, 3.8129], [4.0629, -1.0956, 2.0380], [2.5721, -0.7307, 2.8773], [1.3664, -1.8633, 1.1111], [2.7729, -2.1601, 0.3226], [-2.0878, 2.6819, -5.2662], [-1.1107, 2.1224, -3.9041], [-0.4541, 1.7320, -3.0101]]
}



{
  "formula": "C41H36BrClNP2Ti",
  "method": "ωB97M-V/def2-TZVPD",
  "total_charge": 3,
  "orbital_gap_ev": [5.242, 5.200],
  "homo_ha": [-0.613, -0.613],
  "elements": ["Ti", "Cl", "P", "P", "C", "C", "C", "C", "C", "C", "C", "C", "C", "C", "C", "H", "H", "H", "H", "H", "C", "C", "C", "C", "C", "H", "H", "H", "H", "H", "C", "C", "C", "C", "C", "H", "H", "H", "H", "H", "C", "C", "C", "C", "C", "H", "H", "H", "H", "H", "C", "C", "C", "C", "C", "H", "H", "H", "H", "H", "C", "C", "C", "C", "C", "H", "H", "H", "H", "H", "H", "H", "Br", "C", "C", "C", "C", "N", "C", "H", "H", "H", "H"],
  "coordinates": [[-0.3188, -0.4266, 0.5728], [-0.7610, -2.3892, -0.6440], [2.0780, -1.1364, 0.5232], [-2.2627, 0.5296, -0.6762], [3.3182, -0.0205, 1.3103], [3.0442, -1.7498, -0.9004], [1.9577, -2.5459, 1.6971], [-3.6934, 0.1802, 0.4128], [-2.4769, 2.3332, -0.9783], [-2.6999, -0.2025, -2.3049], [3.7342, -0.1721, 2.6434], [4.6119, 0.7524, 3.2166], [5.0493, 1.8538, 2.4763], [4.6277, 2.0199, 1.1526], [3.7907, 1.0737, 0.5650], [3.3996, -1.0398, 3.2142], [4.9450, 0.6008, 4.2456], [5.7283, 2.5767, 2.9287], [4.9650, 2.8823, 0.5679], [3.5194, 1.1727, -0.4917], [1.1056, -2.3735, 2.7964], [0.9886, -3.4049, 3.7341], [1.6888, -4.5960, 3.5566], [2.4871, -4.7820, 2.4277], [2.6192, -3.7669, 1.4814], [0.5551, -1.4250, 2.9438], [0.3500, -3.2602, 4.6026], [1.5963, -5.3910, 4.2915], [3.0242, -5.7161, 2.2780], [3.2419, -3.8935, 0.5936], [4.4506, -1.8220, -0.8973], [5.1369, -2.3160, -2.0145], [4.4236, -2.7374, -3.1461], [3.0240, -2.6656, -3.1559], [2.3470, -2.1714, -2.0434], [5.0159, -1.4948, -0.0233], [6.2322, -2.3671, -1.9965], [4.9615, -3.1287, -4.0146], [2.4649, -2.9998, -4.0358], [1.2586, -2.1389, -2.0466], [-2.6439, 2.8823, -2.2638], [-2.7444, 4.2674, -2.4294], [-2.6310, 5.1130, -1.3239], [-2.4538, 4.5761, -0.0452], [-2.4154, 3.1953, 0.1287], [-2.7353, 2.2143, -3.1236], [-2.9082, 4.6736, -3.4328], [-2.6901, 6.1942, -1.4589], [-2.3594, 5.2359, 0.8237], [-2.3521, 2.7798, 1.1404], [-3.5671, -0.8941, 1.2972], [-4.6124, -1.2042, 2.1712], [-5.7839, -0.4398, 2.1637], [-5.9133, 0.6444, 1.2825], [-4.8678, 0.9592, 0.4079], [-2.6624, -1.5175, 1.2916], [-4.5158, -2.0487, 2.8572], [-6.6077, -0.6889, 2.8402], [-6.8277, 1.2485, 1.2717], [-4.9671, 1.8035, -0.2778], [-3.9968, -0.6401, -2.6121], [-4.2592, -1.1918, -3.8682], [-3.2358, -1.3464, -4.8001], [-1.9343, -0.9555, -4.4774], [-1.6640, -0.3828, -3.2372], [-4.7915, -0.5281, -1.8741], [-5.2768, -1.4982, -4.1070], [-3.4433, -1.7787, -5.7727], [-1.1229, -1.0825, -5.1934], [-0.6442, -0.0719, -2.9859], [-1.9482, -3.8348, 1.7705], [-1.7954, -3.9342, 1.0203], [1.6022, 4.9719, -1.6820], [1.2212, 3.7483, -0.2749], [1.3574, 4.1833, 1.0299], [1.0276, 3.2861, 2.0277], [0.5606, 2.0162, 1.7342], [0.4609, 1.5994, 0.4555], [0.8116, 2.4446, -0.5593], [1.7063, 5.1990, 1.2367], [1.1101, 3.5598, 3.0624], [0.2842, 1.2982, 2.5053], [0.7007, 2.1021, -1.5812]]
}



{
  "formula": "C3H5NO3",
  "method": "ωB97M-V/def2-TZVPD",
  "smiles": "C/C(=N/O)C(=O)O",
  "orbital_gap_ev": 10.623,
  "homo_ha": -0.366,
  "relative_energy_kcal_mol": 66.32,
  "elements": ["C", "C", "N", "O", "C", "O", "O", "H", "H", "H", "H", "H"],
  "coordinates": [[-1.1923, -1.1935, 0.0357], [-0.3143, -0.0209, 0.2523], [-0.6353, 0.7792, 1.1949], [0.1407, 1.9064, 1.1847], [0.8070, 0.1000, -0.7761], [0.6205, -0.1685, -1.9637], [2.0161, 0.5112, -0.4313], [-0.5408, -2.0485, 0.0417], [-1.9796, -1.3077, 0.7924], [-1.4717, -1.1838, -1.0399], [-0.0033, 2.3873, 1.9712], [2.5530, 0.2387, -1.2618]]
}



{
  "formula": "C4H5NO",
  "method": "ωB97M-V/def2-TZVPD",
  "orbital_gap_ev": 10.617,
  "homo_ha": -0.375,
  "relative_energy_kcal_mol": 76.73,
  "elements": ["C", "C", "C", "C", "O", "N", "H", "H", "H", "H", "H"],
  "coordinates": [[-1.7642, -0.1372, 0.0053], [-0.5424, 0.6635, 0.2283], [0.2743, 1.5378, 0.6440], [0.9136, -0.2037, 0.3374], [0.8330, -1.1805, 1.0401], [1.8550, -0.0059, -0.6238], [-1.7432, -0.6613, -0.9540], [-2.6318, 0.5271, 0.0282], [-1.8591, -0.8724, 0.8094], [2.6680, -0.6044, -0.5619], [1.9969, 0.9371, -0.9530]]
}